Computed, not measured: a 2-piece molecular cluster, CH9N3O overall, with ωB97M-V/def2-TZVPD.

Output
HOMO level	-8.02	eV
HOMO-LUMO gap	8.7	eV
largest force on an atom	3.31	eV/A
total charge	0
LUMO	0.72	eV
relative energy (zero: lowest compared OMol25 entry of this formula, charge and spin)	41.9	kcal/mol

Bonds (Å) are listed after each position.
CARTESIAN COORDINATES (ANGSTROEM)
1 C 2.494 -0.130 0.483  O2 1.389, H4 1.104, H5 1.104, H6 1.104
2 O 1.195 -0.190 -0.005  C1 1.389
3 H -0.499 -0.885 0.353  N7 1.050
4 H 2.545 0.122 1.557  C1 1.104
5 H 3.105 0.611 -0.062  C1 1.104
6 H 3.011 -1.100 0.379  C1 1.104
7 N -1.100 -0.095 0.008  H3 1.050, N8 1.402, N9 1.435, H10 1.197
8 N -2.071 0.518 0.813  N7 1.402, H11 1.019, H12 1.017
9 N -1.402 -0.267 -1.384  N7 1.435, H13 1.020, H14 1.026
10 H -0.081 0.518 0.154  N7 1.197
11 H -2.803 -0.172 0.973  N8 1.019
12 H -2.497 1.296 0.314  N8 1.017
13 H -1.264 0.625 -1.860  N9 1.020
14 H -0.632 -0.854 -1.722  N9 1.026